The following is a quantum chemistry calculation of a structure of composition C7H17NaO3 in a non-equilibrium geometry, from the OMol25 dataset.

```
28
Properties=species:S:1:pos:R:3
C -2.5062 1.1423 0.3551
C -1.3466 1.9520 -0.2232
O 0.6751 1.2843 0.4434
C 1.8312 1.5722 -0.2699
C 2.9591 0.6382 0.1367
O 2.4711 -0.6868 0.0088
C 3.3956 -1.6958 0.3349
H -2.3507 1.0059 1.4373
H -3.4311 1.7245 0.2366
H -1.0615 2.6959 0.5375
H -1.0381 1.4982 -1.1796
H 2.1748 2.6158 -0.1139
H 1.6541 1.4401 -1.3605
H 3.2628 0.8203 1.1836
H 3.8416 0.7807 -0.5116
H 2.9857 -2.6521 -0.0117
H 4.3555 -1.5144 -0.1743
H 3.5666 -1.7405 1.4235
C -2.1744 -2.5056 -0.0231
O -1.8663 -1.1683 0.2984
C -2.7368 -0.2130 -0.2844
H -1.4760 -3.1541 0.5193
H -3.2094 -2.7299 0.2806
H -2.0628 -2.6908 -1.1039
H -3.7719 -0.5548 -0.1167
H -2.5450 -0.1678 -1.3718
Na 0.2928 -0.7349 0.5029
H -1.8893 3.0383 -0.9542
```

Properties
- HOMO: -6.50 eV
- 2S+1: 1
- Energy above the lowest of the compared OMol25 structures with the same formula, charge and spin: 264.0 kJ/mol

---

The following is a quantum chemistry calculation of a structure of composition C47H43I2KN10O4S2Se2, from the OMol25 dataset.

```
111
Properties=species:S:1:pos:R:3
K 0.2508 -0.3515 -0.7019
Se 0.1956 -0.2500 5.9953
Se 0.2279 1.9695 5.4499
C 1.3670 1.9129 3.8845
C 1.8679 3.1228 3.4235
C 2.5739 3.1054 2.2320
C 2.7557 1.8991 1.5728
C 2.2387 0.7501 2.1523
N 1.5515 0.7527 3.2953
C -1.0296 -0.8915 4.6451
C -1.3855 -2.2344 4.6897
C -2.2185 -2.7109 3.6898
C -2.6485 -1.8435 2.6958
C -2.2222 -0.5242 2.7450
N -1.4363 -0.0530 3.7137
H 1.6867 4.0438 3.9641
H 2.9564 4.0249 1.8045
H 3.2411 1.8463 0.6079
H 2.3631 -0.2132 1.6672
H -1.0121 -2.8846 5.4716
H -2.5107 -3.7541 3.6774
H -3.2772 -2.1765 1.8812
H -2.4897 0.1742 1.9564
I 3.9870 3.9925 -1.7329
C 2.4752 3.2953 -2.9973
C 2.2215 3.9744 -4.1884
C 1.2269 3.5580 -5.0329
I 0.9336 4.6284 -6.8140
C 0.4295 2.4279 -4.7055
C -0.6487 1.9526 -5.4863
C -1.3618 0.8619 -5.0819
C -0.9947 0.2181 -3.8878
N -0.0130 0.6423 -3.1328
C 0.7005 1.7307 -3.5024
C 1.7782 2.1381 -2.5755
O 2.0141 1.5146 -1.5161
H 2.8191 4.8407 -4.4403
H -0.9060 2.4708 -6.4014
H -2.2034 0.4950 -5.6540
H -1.5430 -0.6522 -3.5452
N -8.2876 -1.7982 1.9583
C -7.1634 -1.3157 1.2599
C -6.3486 -0.3373 1.8250
C -5.2580 0.1510 1.1239
C -4.9632 -0.3335 -0.1430
C -5.7828 -1.2912 -0.7192
C -6.8804 -1.7747 -0.0244
S -3.5023 0.2689 -0.9678
O -3.3446 1.6265 -0.4982
O -3.7329 0.0864 -2.3848
N -2.2812 -0.5585 -0.3701
C -2.2124 -1.9090 -0.5057
N -1.1481 -2.4869 0.1091
C -1.0052 -3.7905 -0.0233
C -1.9166 -4.5869 -0.7057
C -2.9852 -3.9147 -1.2654
N -3.1484 -2.6012 -1.1912
H -8.1973 -1.7245 2.9599
H -8.5548 -2.7323 1.6888
H -6.5715 0.0409 2.8170
H -4.6267 0.9234 1.5478
H -5.5443 -1.6476 -1.7110
H -7.5217 -2.5245 -0.4762
H -0.1217 -4.2208 0.4387
H -1.7756 -5.6516 -0.8175
H -3.7516 -4.4552 -1.8183
C 5.2256 -1.1001 -1.7230
C 5.2226 -2.5042 -2.3243
N 3.9444 -2.9000 -2.8970
C 3.6517 -2.4710 -4.2592
C 2.9317 -1.1273 -4.3448
C 2.9650 -3.3653 -2.0722
S 1.4215 -3.7480 -2.6661
N 3.3361 -3.5489 -0.7859
C 2.6772 -2.9151 0.1687
O 1.9957 -1.8862 0.0037
C 2.8555 -3.4356 1.5754
C 3.8350 -4.3704 1.8957
C 3.9968 -4.7952 3.2063
C 3.1753 -4.2927 4.2092
C 2.1864 -3.3714 3.8922
C 2.0256 -2.9474 2.5805
H 6.1420 -0.9417 -1.1486
H 4.3732 -0.9775 -1.0520
H 5.1694 -0.3266 -2.4888
H 5.4757 -3.2250 -1.5497
H 5.9724 -2.5817 -3.1182
H 3.0330 -3.2391 -4.7238
H 4.6056 -2.4295 -4.7931
H 1.9939 -1.1749 -3.7941
H 2.7027 -0.8882 -5.3870
H 3.5293 -0.3145 -3.9310
H 4.4620 -4.7486 1.0989
H 4.7681 -5.5176 3.4488
H 3.3121 -4.6121 5.2362
H 1.5493 -2.9605 4.6671
H 1.2570 -2.2291 2.3203
C -3.2066 5.6269 0.4352
C -2.2440 4.5008 0.6867
C -2.4062 3.6249 1.7488
C -1.5215 2.5670 1.9007
N -0.4913 2.3544 1.0896
C -0.3167 3.2125 0.0857
C -1.1611 4.2826 -0.1565
H -3.9862 5.6565 1.1969
H -3.6869 5.5037 -0.5372
H -2.6929 6.5909 0.4306
H -3.2348 3.7396 2.4388
H -1.6366 1.8590 2.7197
H 0.5376 3.0205 -0.5537
H -0.9817 4.9247 -1.0114
```

Properties
- HOMO: -2.52 eV
- 2S+1: 1
- Energy above the lowest of the compared OMol25 structures with the same formula, charge and spin: 17.6 kJ/mol
- Charge: -2

---

The following is a quantum chemistry calculation of an isolated molecule of C19H27N3O2, from the OMol25 dataset.

```
51
Properties=species:S:1:pos:R:3
C 0.6357 1.8578 3.1683
C 1.3966 2.6798 2.1276
N 1.5366 1.9748 0.8823
C 2.5938 1.1747 0.5418
C 2.4158 0.6263 -0.6943
C 3.3254 -0.3457 -1.3712
C 2.6951 -1.7474 -1.5013
C 2.1577 -2.2094 -0.1572
O 2.7834 -2.9018 0.6180
N 0.9045 -1.7638 0.0905
C 0.2468 -1.9318 1.3621
C -1.1696 -2.5226 1.2370
N -2.2073 -1.6826 0.6805
C -2.2138 -1.5014 -0.7567
C -3.5807 -0.9352 -1.1512
O -3.8242 0.2953 -0.5103
C -3.7601 0.1511 0.8884
C -2.4035 -0.4036 1.3312
C 1.1524 1.1070 -1.1621
C 0.4136 0.9155 -2.3321
C -0.8169 1.5227 -2.4461
C -1.3307 2.3221 -1.4214
C -0.6190 2.5423 -0.2622
C 0.6270 1.9364 -0.1373
H 0.5612 2.4127 4.0997
H 1.1552 0.9216 3.3615
H -0.3687 1.6339 2.8157
H 0.8719 3.6212 1.9401
H 2.3970 2.9135 2.5025
H 3.4211 1.0542 1.2155
H 3.5841 0.0131 -2.3712
H 4.2443 -0.4265 -0.7881
H 1.8853 -1.7281 -2.2317
H 3.4572 -2.4524 -1.8337
H 0.4984 -1.1029 -0.5535
H 0.2000 -0.9717 1.8892
H 0.8698 -2.6175 1.9419
H -1.4969 -2.8019 2.2442
H -1.1226 -3.4307 0.6318
H -2.0562 -2.4645 -1.2446
H -1.4454 -0.7879 -1.1005
H -3.6231 -0.7339 -2.2227
H -4.3635 -1.6590 -0.8792
H -3.9291 1.1456 1.3054
H -4.5535 -0.5308 1.2301
H -2.3996 -0.5460 2.4138
H -1.6233 0.3272 1.0532
H 0.8036 0.3037 -3.1331
H -1.4046 1.3789 -3.3407
H -2.3077 2.7636 -1.5398
H -1.0221 3.1651 0.5231
```

Properties
- HOMO: -7.92 eV
- 2S+1: 1
- Energy above the lowest of the compared OMol25 structures with the same formula, charge and spin: 150.8 kJ/mol
- SMILES: CCn1cc(CCC(=O)NCCN2CCOCC2)c2ccccc21

---

The following is a quantum chemistry calculation of an isolated molecule of C15H20N4O3S in a non-equilibrium geometry, from the OMol25 dataset.

```
43
Properties=species:S:1:pos:R:3
C -2.0650 -0.6730 -2.3890
C -3.5580 -0.8400 -2.1340
C -4.1032 0.1911 -1.1429
N -3.4793 0.0594 0.1488
C -2.4342 0.7676 0.6537
S -1.7229 2.1137 -0.1801
C -0.6025 2.7786 1.1035
C 0.8628 2.6434 0.6808
O 1.4782 3.6504 0.3816
C 1.4077 1.3129 0.6506
N 0.7264 0.2096 1.1224
C 1.4513 -0.8969 0.9368
C 0.9606 -2.2298 1.3492
C 2.6621 -0.5388 0.3214
C 3.6774 -1.5402 -0.0080
C 4.9758 -1.0673 -0.6121
O 3.4851 -2.7224 0.2044
C 2.6326 0.8686 0.1453
C 3.6523 1.7563 -0.4696
N -2.0569 0.3191 1.8182
N -2.8948 -0.7351 2.0800
C -3.8041 -0.9314 1.0793
O -4.6780 -1.7547 1.0007
H -1.7318 -1.3847 -3.1396
H -1.4898 -0.8496 -1.4822
H -1.8462 0.3321 -2.7433
H -3.7598 -1.8385 -1.7421
H -4.1066 -0.7271 -3.0698
H -3.9205 1.2076 -1.5006
H -5.1762 0.0346 -1.0033
H -0.8332 3.8412 1.1851
H -0.8346 2.2658 2.0338
H -0.1900 0.2273 1.5646
H -0.0282 -2.1535 1.7973
H 1.6522 -2.6809 2.0590
H 0.9247 -2.8967 0.4893
H 4.7932 -0.6055 -1.5789
H 5.4540 -0.3388 0.0367
H 5.6338 -1.9229 -0.7442
H 3.2719 2.7725 -0.5078
H 3.8958 1.4301 -1.4788
H 4.5689 1.7551 0.1184
H -2.8507 -1.2092 2.9653
```

Properties
- HOMO: -8.50 eV
- 2S+1: 1
- Energy above the lowest of the compared OMol25 structures with the same formula, charge and spin: 123.5 kJ/mol
- SMILES: CCCn1c(SCC(=O)c2[nH]c(C)c(C(C)=O)c2C)n[nH]c1=O

---

The following is a quantum chemistry calculation of a cluster of 4 separate species, C5H18NO3S in total in a non-equilibrium geometry, from the OMol25 dataset.

```
28
Properties=species:S:1:pos:R:3
C -0.8978 1.3768 1.4021
N -0.8637 -0.0662 1.5493
C 0.2986 -0.8120 1.0632
C -0.1870 -2.1261 0.4299
S -0.4672 -1.9538 -1.2983
C 1.3636 -0.9218 2.1425
C 0.4999 1.9829 1.4979
H -1.3784 1.7165 0.5550
H -1.5090 1.7080 2.1497
H -1.0310 -0.2187 2.4860
H 0.6849 -0.1535 0.1470
H 0.3996 -3.0745 0.4529
H -0.9936 -2.5631 1.0228
H 1.1064 -1.7187 2.8093
H 1.5647 -0.0345 2.5439
H 2.4055 -1.2774 1.7285
H 0.5380 2.6293 2.4582
H 1.2212 1.2119 1.7688
H 0.7666 2.5208 0.6973
H 0.4822 1.7335 -1.5499
H -0.2094 2.9834 -1.6585
O 0.6103 2.6414 -1.3539
H 1.8211 -0.5096 -1.2726
H 1.0592 -0.0102 -2.5225
O 1.8047 0.2744 -1.8777
H -1.6178 -0.1459 -1.8551
H -1.9966 0.4433 -0.6517
O -1.9470 0.7697 -1.5929
```

Properties
- HOMO: -3.21 eV
- 2S+1: 1
- Energy above the lowest of the compared OMol25 structures with the same formula, charge and spin: 172.3 kJ/mol
- Charge: -1

---

The following is a quantum chemistry calculation of an isolated molecule of C3H8N2O in a non-equilibrium geometry, from the OMol25 dataset.

```
14
Properties=species:S:1:pos:R:3
C 1.3911 -0.0302 0.8868
C -1.8111 -0.1481 0.5178
N 1.3525 0.1435 -1.3009
C -0.7655 -0.0196 -0.5275
O -1.0582 0.6643 -1.6473
N 0.4632 -0.4466 -0.4015
H -0.1656 0.7551 -2.0811
H 2.1980 -0.4170 -1.3346
H 1.2670 1.0220 1.1276
H 0.9536 -0.6705 1.6516
H 2.4361 -0.3043 0.7741
H -1.6985 -1.0823 1.0699
H -1.7703 0.6887 1.2198
H -2.7921 -0.1551 0.0452
```

Properties
- HOMO (alpha / beta): -7.06 / -7.06 eV
- 2S+1: 1
- Energy above the lowest of the compared OMol25 structures with the same formula, charge and spin: 433.9 kJ/mol

---

The following is a quantum chemistry calculation of a structure of composition C15H44AsF6O7 in a non-equilibrium geometry, from the OMol25 dataset.

```
73
Properties=species:S:1:pos:R:3
As 0.1432 0.6783 0.2041
F 0.8006 -0.7095 -0.5471
F 0.9968 0.3227 1.6551
F -0.5442 2.0431 1.0094
F -0.7104 1.0629 -1.2570
F -1.1994 -0.2798 0.7562
F 1.4557 1.6647 -0.3363
C 0.3904 0.4378 -4.2809
C -0.4824 1.0141 -5.3784
C -0.7155 0.0680 -6.5395
O -1.7902 1.3370 -4.8415
H 0.3140 1.0372 -3.3752
H 1.3478 0.1653 -4.7201
H -0.0399 -0.5105 -3.9268
H -0.1047 1.9646 -5.7722
H -1.3221 -0.7792 -6.2212
H 0.2439 -0.3132 -6.8985
H -1.2052 0.5950 -7.3574
H -1.6868 1.5385 -3.9053
C 3.2133 -2.2130 1.4824
C 3.7442 -3.1390 0.4304
C 2.8811 -3.1744 -0.8277
O 5.0715 -2.6831 0.1020
H 2.9874 -1.2244 1.0845
H 3.8983 -2.0770 2.3206
H 2.2899 -2.5746 1.9442
H 3.8275 -4.1638 0.8198
H 3.0993 -4.0457 -1.4485
H 3.0339 -2.2430 -1.3658
H 1.8377 -3.2927 -0.5243
H 5.5483 -3.3942 -0.3336
C -1.3772 5.2885 2.0461
C -2.2198 5.1044 3.2756
C -1.9152 3.7646 3.9642
O -1.9833 6.1890 4.1727
H -0.3237 5.0527 2.2202
H -1.4097 6.3286 1.7206
H -1.7188 4.5802 1.2928
H -3.2692 5.1053 2.9470
H -2.1609 2.9526 3.2861
H -2.5009 3.7264 4.8875
H -0.8646 3.8148 4.2466
H -2.4499 6.0029 4.9922
C -3.2694 -4.4322 1.9574
C -2.1865 -3.5907 1.3071
C -0.7710 -3.9240 1.7508
O -2.3085 -3.7025 -0.1049
H -4.2568 -4.0501 1.6821
H -3.2195 -4.4808 3.0459
H -3.2713 -5.4430 1.5316
H -2.4118 -2.5540 1.5932
H -0.6803 -4.9923 1.9857
H -0.4891 -3.3747 2.6497
H -0.0588 -3.7202 0.9551
H -2.5543 -2.8362 -0.4631
C 1.7263 2.2689 4.4207
O 2.5300 1.3097 3.7771
H 1.4590 3.0919 3.7405
H 0.7903 1.8337 4.7830
H 2.3344 2.7320 5.1969
H 2.1234 1.0528 2.9415
C -3.7770 -0.3938 -1.8461
O -3.2609 -1.1995 -0.8076
H -2.9849 0.0168 -2.4724
H -4.4790 -1.0002 -2.4180
H -4.3835 0.4380 -1.4615
H -2.6539 -0.6684 -0.2721
C 3.5725 0.3332 -2.7743
O 3.8407 0.5651 -1.3995
H 2.8443 -0.4718 -2.8759
H 3.1177 1.2268 -3.2328
H 4.5476 0.2575 -3.2494
H 2.9995 0.6861 -0.9434
```

Properties
- HOMO: -7.27 eV
- 2S+1: 1
- Energy above the lowest of the compared OMol25 structures with the same formula, charge and spin: 14.9 kJ/mol
- Charge: -1

---

The following is a quantum chemistry calculation of a structure of composition C13H13CsNO4 in a non-equilibrium geometry, from the OMol25 dataset.

```
32
Properties=species:S:1:pos:R:3
C -2.9652 1.6995 2.3965
C -1.8323 0.5414 2.1722
C -1.8424 0.1158 0.6038
O -1.6092 1.0440 -0.2239
O -2.1603 -1.2413 0.3399
C -1.7922 -1.6979 -0.9863
C -0.3205 -2.3390 -1.1189
C 0.8862 -1.4604 -0.5328
C 1.7013 -2.0504 0.6882
C 2.9390 -1.2952 1.3173
C 3.4175 0.1005 0.7510
C 2.6106 0.6737 -0.4371
C 1.3877 -0.0770 -1.0653
C 0.8134 0.7544 -2.2999
O -0.0068 0.3904 -3.2347
N 1.4844 2.0947 -2.0643
C 2.7565 2.0137 -1.2876
O 3.7002 2.8513 -1.3170
H -4.0008 1.2470 2.5641
H -3.0495 2.4123 1.5038
H -2.7234 2.3572 3.3132
H -2.1703 -0.3472 2.8048
H -0.8456 1.0133 2.4949
H -2.5341 -2.5517 -1.2442
H -1.9090 -0.9422 -1.8166
H -0.2840 -3.3687 -0.5880
H -0.0932 -2.5516 -2.2312
H 1.4585 -3.0579 1.1663
H 3.5473 -1.7505 2.1870
H 4.3187 0.6723 1.1453
H 0.8353 2.8589 -1.7680
Cs -1.7177 1.8907 -3.2322
```

Properties
- HOMO: -12.33 eV
- 2S+1: 1
- Charge: +1

---

The following is a quantum chemistry calculation of a structure of composition C5H8O2 in a non-equilibrium geometry, from the OMol25 dataset.

```
15
Properties=species:S:1:pos:R:3
C -1.0222 1.6442 0.7970
C -1.0859 0.1764 0.4244
O -1.1525 -0.0738 -0.9897
C 0.0103 -0.4710 -0.3327
C 0.6391 -1.8725 -0.3500
O 1.9353 -1.3082 -0.1304
C 1.4297 -0.0344 -0.5748
H -0.7301 1.7861 1.8435
H -0.3021 2.1665 0.1593
H -1.9977 2.1283 0.6568
H -1.8023 -0.4056 1.0190
H 0.0885 -2.2464 0.4834
H 0.5989 -2.3561 -1.3363
H 1.5384 0.0758 -1.6591
H 1.8527 0.7906 -0.0106
```

Properties
- HOMO: -9.82 eV
- 2S+1: 1
- Energy above the lowest of the compared OMol25 structures with the same formula, charge and spin: 299.1 kJ/mol

---

The following is a quantum chemistry calculation of an isolated molecule of C2H2N4O in a non-equilibrium geometry, from the OMol25 dataset.

```
9
Properties=species:S:1:pos:R:3
O 2.3262 -0.0399 0.1584
C 1.0610 0.0074 -0.0915
N 0.3354 1.1618 -0.0277
C -1.0226 1.1098 -0.0749
N -1.6262 -0.0667 0.3060
N -1.0366 -1.1525 -0.0010
N 0.2227 -1.1341 -0.2288
H -1.4033 2.0866 -0.4429
H -2.7047 -0.1297 -0.1667
```

Properties
- HOMO: -9.76 eV
- 2S+1: 1
- Energy above the lowest of the compared OMol25 structures with the same formula, charge and spin: 203.1 kJ/mol
- SMILES: O=c1nc[nH]nn1

---

The following is a quantum chemistry calculation of an isolated molecule of C7H6BrN in a non-equilibrium geometry, from the OMol25 dataset.

```
15
Properties=species:S:1:pos:R:3
C -0.5576 0.4404 1.3862
C -1.9405 -0.6808 -0.5715
C -0.8613 -0.1682 0.1074
C 0.3369 -0.0176 -0.6219
C -0.5578 -0.8317 -2.4269
C 0.9416 0.5891 1.5854
C 1.5465 0.4053 0.1533
N -1.6578 -0.8776 -1.8192
Br 0.1515 -0.4764 -4.0001
H -1.2803 0.3436 2.2966
H -2.9517 -0.9264 -0.1650
H 1.3355 1.3926 2.0919
H 1.1498 -0.2778 2.2831
H 2.3136 -0.2536 0.0926
H 2.0315 1.3390 -0.3918
```

Properties
- HOMO (alpha / beta): -6.87 / -7.17 eV
- 2S+1: 1
- Energy above the lowest of the compared OMol25 structures with the same formula, charge and spin: 498.5 kJ/mol

---

Please write out number 8 again, unchanged.
The following is a quantum chemistry calculation of a structure of composition C13H13CsNO4 in a non-equilibrium geometry, from the OMol25 dataset.

```
32
Properties=species:S:1:pos:R:3
C -2.9652 1.6995 2.3965
C -1.8323 0.5414 2.1722
C -1.8424 0.1158 0.6038
O -1.6092 1.0440 -0.2239
O -2.1603 -1.2413 0.3399
C -1.7922 -1.6979 -0.9863
C -0.3205 -2.3390 -1.1189
C 0.8862 -1.4604 -0.5328
C 1.7013 -2.0504 0.6882
C 2.9390 -1.2952 1.3173
C 3.4175 0.1005 0.7510
C 2.6106 0.6737 -0.4371
C 1.3877 -0.0770 -1.0653
C 0.8134 0.7544 -2.2999
O -0.0068 0.3904 -3.2347
N 1.4844 2.0947 -2.0643
C 2.7565 2.0137 -1.2876
O 3.7002 2.8513 -1.3170
H -4.0008 1.2470 2.5641
H -3.0495 2.4123 1.5038
H -2.7234 2.3572 3.3132
H -2.1703 -0.3472 2.8048
H -0.8456 1.0133 2.4949
H -2.5341 -2.5517 -1.2442
H -1.9090 -0.9422 -1.8166
H -0.2840 -3.3687 -0.5880
H -0.0932 -2.5516 -2.2312
H 1.4585 -3.0579 1.1663
H 3.5473 -1.7505 2.1870
H 4.3187 0.6723 1.1453
H 0.8353 2.8589 -1.7680
Cs -1.7177 1.8907 -3.2322
```

Properties
- HOMO: -12.33 eV
- 2S+1: 1
- Charge: +1

---

What is the 2S+1 in the seventh record? 1

---

Look up the 2S+1 of the eleventh one. 1